1.
A molecular structure, C5H7N. Source: the Open Molecules 2025 dataset; level of theory: the ωB97M-V functional and the def2-TZVPD basis.

Electronic energy, eV: -6782.6257
Energy relative to the best compared isomer or geometry (same formula, charge and spin), kcal/mol: 135.8
F_max, eV/Å: 1.7
LUMO level, eV: 1.00

Geometry (Å):
C -1.021 0.972 -0.921
N 2.132 0.323 0.957
C -0.923 -0.303 -0.204
C -1.072 -1.615 -0.290
C 1.403 1.001 0.090
C 0.034 1.017 0.142
H 3.135 0.408 0.952
H 1.749 -0.307 1.664
H -0.659 0.952 -1.945
H -1.908 1.587 -0.781
H -0.580 0.308 0.998
H -0.635 -2.294 0.431
H -1.656 -2.049 -1.094

2.
C32H37N5O6 in the gas phase. Source: the Open Molecules 2025 dataset; level of theory: the ωB97M-V functional and the def2-TZVPD basis.

Electronic energy, eV: -53523.3124
Structure (SMILES): CCC1=C(OC(=O)N(CC)CC)N2C(=O)O/C(=N\CCc3c[nH]c4ccccc34)[C@]2(C)[C@H]2C1=CC[C@H]1C(=O)N(C)C(=O)[C@H]12
F_max, eV/Å: 0.9
LUMO level, eV: 0.72

Geometry (Å):
C 2.959 -1.412 -3.404
H 3.627 -1.258 -4.248
H 2.617 -2.445 -3.416
H 3.515 -1.244 -2.485
C 1.774 -0.448 -3.477
C 0.844 -0.633 -2.309
C 1.104 0.008 -1.150
N 0.266 -0.142 -0.059
C 0.575 0.006 1.260
O 1.604 0.380 1.744
O -0.517 -0.347 1.995
C -1.522 -0.774 1.174
N -2.612 -1.281 1.509
C -3.001 -1.453 2.888
C -2.957 -0.155 3.715
C -3.610 0.970 2.981
C -4.927 1.079 2.644
N -5.136 2.214 1.907
C -3.947 2.865 1.749
C -3.645 4.042 1.077
C -2.332 4.462 1.084
C -1.342 3.739 1.754
C -1.637 2.574 2.426
C -2.954 2.111 2.420
H -0.862 2.030 2.945
H -0.326 4.100 1.732
H -2.060 5.369 0.565
H -4.414 4.605 0.567
H -6.023 2.521 1.547
H -5.744 0.423 2.878
H -1.921 0.106 3.924
H -3.465 -0.345 4.664
H -4.024 -1.838 2.855
H -2.356 -2.202 3.359
C -1.120 -0.501 -0.257
C -1.273 -1.653 -1.260
C -0.244 -1.591 -2.370
C -0.382 -2.526 -3.321
C -1.457 -3.553 -3.169
H -1.337 -4.357 -3.894
H -2.447 -3.109 -3.307
C -1.368 -4.144 -1.746
C -0.082 -4.949 -1.658
O 0.232 -5.901 -2.322
N 0.703 -4.391 -0.675
C 0.109 -3.343 -0.012
O 0.605 -2.767 0.921
C -1.236 -3.075 -0.656
H -2.020 -3.141 0.102
C 2.019 -4.881 -0.341
H 2.139 -4.872 0.741
H 2.782 -4.241 -0.788
H 2.114 -5.892 -0.732
H -2.217 -4.810 -1.577
H 0.294 -2.613 -4.153
H -2.269 -1.545 -1.703
C -1.897 0.727 -0.762
H -2.963 0.552 -0.648
H -1.658 0.909 -1.807
H -1.617 1.609 -0.188
O 2.207 0.786 -0.979
C 2.003 2.000 -0.341
O 0.919 2.533 -0.315
N 3.145 2.506 0.138
C 4.379 1.747 0.147
C 5.113 1.851 -1.187
H 6.049 1.299 -1.139
H 5.333 2.890 -1.422
H 4.503 1.435 -1.984
H 5.004 2.142 0.949
H 4.148 0.703 0.372
C 3.085 3.772 0.842
C 2.920 3.573 2.346
H 2.065 2.930 2.533
H 2.763 4.531 2.834
H 3.800 3.101 2.776
H 2.226 4.317 0.446
H 3.996 4.333 0.619
H 1.228 -0.594 -4.410
H 2.152 0.576 -3.461